1.
Molecular formula: C5H8N2
Method: DFT, ωB97M-V/def2-TZVPD

ORCA input file:
```
! RIJCOSX wB97M-V def2-TZVPD def2/J DEFGRID3
* xyz 0 1
N -2.42 -0.74 -0.63
C -0.44 -0.62 0.37
C -0.63 -1.98 0.00
N -1.18 -2.89 -0.48
C 0.72 0.13 -0.19
C 1.87 0.64 0.70
C 0.87 1.60 0.15
H -3.28 -0.20 -0.86
H -1.93 -0.70 -1.53
H -0.66 -0.40 1.42
H 1.04 -0.17 -1.18
H 1.85 0.41 1.76
H 2.87 0.63 0.27
H 1.17 2.27 -0.65
H 0.14 2.01 0.84
*
```

---

2.
Molecular formula: C5H8N2
Method: DFT, ωB97M-V/def2-TZVPD

ORCA input file:
```
! RIJCOSX wB97M-V def2-TZVPD def2/J DEFGRID3
* xyz 0 1
C -0.81 0.90 -2.03
C -1.27 -0.13 -1.17
C -0.52 -0.65 -0.08
C 1.67 0.06 0.89
C 0.68 0.91 1.46
H 0.03 1.61 -2.06
H -1.62 1.21 -2.76
H -2.57 -0.57 -1.03
H 0.08 -1.52 1.40
H 1.62 -0.98 1.33
H 2.32 0.29 -0.08
H 0.44 2.01 1.60
H 0.16 0.38 2.34
N -0.42 -1.75 0.59
N 0.56 0.47 0.10
*
```

---

3.
Molecular formula: C5H8N2
Method: DFT, ωB97M-V/def2-TZVPD

ORCA input file:
```
! RIJCOSX wB97M-V def2-TZVPD def2/J DEFGRID3
* xyz 0 1
C -1.70 -0.73 0.67
C -0.34 -0.38 0.12
C -0.34 0.69 -0.97
N 0.51 0.31 1.06
C 1.74 0.09 0.92
C 1.14 0.72 -1.50
N 2.04 0.86 -2.25
H -2.20 0.16 1.06
H -1.59 -1.45 1.49
H -2.32 -1.18 -0.11
H 0.14 -1.28 -0.32
H -0.39 1.71 -0.58
H -1.28 0.60 -1.59
H 2.43 0.75 1.42
H 2.16 -0.86 0.57
*
```

SMILES string   C=N[C@@H](C)CC#N

---

4.
Molecular formula: C5H8N2
Method: DFT, ωB97M-V/def2-TZVPD

ORCA input file:
```
! RIJCOSX wB97M-V def2-TZVPD def2/J DEFGRID3
* xyz 0 1
C 0.81 1.48 1.59
N 0.02 1.47 -0.74
C -0.31 1.09 0.63
N -0.55 -0.35 0.68
C -0.35 -0.77 -0.52
C -0.45 -2.20 -0.95
C 0.00 0.37 -1.40
H 1.17 2.48 1.35
H 0.47 1.44 2.62
H 1.64 0.77 1.48
H -1.24 1.61 0.90
H -0.37 -2.86 -0.08
H -1.40 -2.39 -1.45
H 0.35 -2.45 -1.66
H 0.22 0.32 -2.46
*
```

SMILES string   CC1=N[C@@H](C)N=C1

---

5.
Molecular formula: C5H8N2
Method: DFT, ωB97M-V/def2-TZVPD

ORCA input file:
```
! RIJCOSX wB97M-V def2-TZVPD def2/J DEFGRID3
* xyz 0 1
C 1.63 -0.44 -0.52
C 0.60 0.31 0.30
C -0.38 1.31 -0.35
N -1.40 0.86 0.61
C -0.68 -0.39 0.85
C -1.17 -1.55 0.08
N -1.63 -2.49 -0.42
H 1.18 -0.93 -1.39
H 2.39 0.26 -0.88
H 2.13 -1.20 0.08
H 1.08 0.79 1.16
H -0.60 1.04 -1.40
H -0.14 2.38 -0.29
H -2.36 0.77 0.28
H -0.65 -0.73 1.89
*
```

SMILES string   C[C@H]1CN[C@H]1C#N

---

6.
Molecular formula: C5H8N2
Method: DFT, ωB97M-V/def2-TZVPD

ORCA input file:
```
! RIJCOSX wB97M-V def2-TZVPD def2/J DEFGRID3
* xyz 0 1
C -1.38 -1.25 0.52
N -0.27 -0.59 -0.22
C 0.94 -1.12 0.34
C 1.87 -0.01 0.30
C 1.25 1.08 -0.25
C -0.10 0.69 -0.52
N -1.14 1.46 -0.91
H -1.82 -0.50 1.20
H -2.15 -1.64 -0.16
H 0.09 -1.62 1.19
H 1.28 -2.03 -0.15
H 2.91 -0.05 0.61
H 1.66 2.07 -0.40
H -2.06 1.05 -0.76
H -1.07 2.46 -0.79
*
```

---

7.
Molecular formula: C5H8N2
Method: DFT, ωB97M-V/def2-TZVPD

ORCA input file:
```
! RIJCOSX wB97M-V def2-TZVPD def2/J DEFGRID3
* xyz 0 1
C 1.26 1.35 0.24
C 0.23 -0.91 -1.18
C -0.34 -1.64 -0.06
C 0.07 -1.49 1.35
N 0.33 -1.40 2.47
N -0.88 -0.43 -0.69
C -1.71 0.53 -0.40
H 1.39 2.15 0.95
H 1.87 0.49 0.54
H 1.58 1.66 -0.76
H 0.96 -0.76 -1.95
H -0.89 -2.57 -0.22
H 0.19 1.14 0.26
H -2.35 0.44 0.46
H -1.71 1.42 -1.01
*
```

---

8.
Molecular formula: C5H8N2
Method: DFT, ωB97M-V/def2-TZVPD

ORCA input file:
```
! RIJCOSX wB97M-V def2-TZVPD def2/J DEFGRID3
* xyz 0 1
C -2.18 -0.73 0.28
C -1.19 -0.27 -0.71
C -0.15 0.70 -0.43
N 0.86 -0.12 0.33
C 2.05 0.55 0.86
C 2.12 -0.36 -0.35
N 2.60 -0.86 -1.34
H -2.16 -0.13 1.19
H -2.00 -1.78 0.56
H -3.20 -0.70 -0.14
H -1.16 -0.76 -1.68
H 0.30 1.16 -1.31
H -0.51 1.46 0.27
H 2.22 1.61 0.64
H 2.42 0.22 1.83
*
```

---

9.
Molecular formula: C5H8N2
Method: DFT, ωB97M-V/def2-TZVPD

ORCA input file:
```
! RIJCOSX wB97M-V def2-TZVPD def2/J DEFGRID3
* xyz 0 1
C -1.74 0.10 -0.11
C -0.43 -0.65 0.00
C 0.69 -0.64 -1.07
N 1.68 -0.55 0.04
C 0.63 -0.02 0.93
C 0.63 1.46 0.92
N 0.77 2.60 0.85
H -1.63 1.05 -0.65
H -2.53 -0.48 -0.59
H -2.05 0.35 0.91
H -0.59 -1.68 0.33
H 0.66 0.25 -1.71
H 0.82 -1.53 -1.69
H 2.44 0.11 -0.13
H 0.64 -0.37 1.97
*
```

SMILES string   C[C@H]1CN[C@H]1C#N

---

10.
Molecular formula: C5H8N2
Method: DFT, ωB97M-V/def2-TZVPD

ORCA input file:
```
! RIJCOSX wB97M-V def2-TZVPD def2/J DEFGRID3
* xyz 0 1
C -2.61 -0.59 -0.26
N -1.41 0.17 0.00
C -0.27 -0.42 -0.13
C 0.95 0.32 -0.01
C 2.30 -0.33 0.05
C 0.74 1.71 0.29
N -0.08 2.61 0.11
H -3.13 -0.14 -1.12
H -3.28 -0.50 0.60
H -2.44 -1.66 -0.47
H -0.19 -1.50 -0.34
H 3.09 0.42 -0.06
H 2.39 -1.02 -0.79
H 2.50 -0.91 0.96
H 1.42 1.83 1.17
*
```

---

Relative energy (zero: lowest compared OMol25 entry of this formula, charge and spin) for every record listed, in sequence, given in kcal/mol: 119.5 152.5 51.3 10.1 30.4 94.7 114.5 122.6 31.5 96.4.
Molar mass for every record listed, in sequence, given in g mol⁻¹: 96.13 96.13 96.13 96.13 96.13 96.13 96.13 96.13 96.13 96.13.
DFT total energy for every record listed, in sequence, given in Eh: -304.64498 -304.59254 -304.75381 -304.81943 -304.78713 -304.68463 -304.65300 -304.64004 -304.78527 -304.68185.